Record 1
Density functional theory data (ωB97M-V/def2-TZVPD) for an isolated molecule of C21H29N3O5S2.

Geometry as XYZ:
```
60
Properties=species:S:1:pos:R:3:mulliken_charge:R:1
C -3.730 -1.218 2.683 -1.180
C -2.743 -1.892 1.733 -0.515
N -2.952 -1.592 0.334 0.402
C -4.162 -2.044 -0.316 -0.486
C -4.120 -3.541 -0.609 -1.269
S -2.284 -0.136 -0.138 1.582
O -2.692 0.098 -1.500 -0.846
O -2.559 0.922 0.799 -0.700
C -0.551 -0.506 -0.090 -0.501
C -0.023 -1.550 -0.823 -1.261
C 1.336 -1.775 -0.796 -0.637
C 2.237 -0.942 -0.097 0.661
N 3.561 -1.255 -0.097 0.058
C 4.663 -0.358 0.220 -0.246
C 5.875 -0.985 -0.466 -0.842
C 5.551 -2.473 -0.400 -0.788
C 4.056 -2.480 -0.704 -0.923
C 1.667 0.147 0.618 -0.829
N 2.368 1.171 1.288 -0.160
S 2.607 2.591 0.373 1.573
O 3.282 3.493 1.258 -0.769
O 3.280 2.244 -0.854 -0.720
C 0.953 3.101 0.016 -0.383
C 0.360 2.641 -1.144 -0.473
C -0.980 2.884 -1.377 0.065
C -1.730 3.590 -0.433 0.522
O -3.038 3.867 -0.551 -0.445
C -3.766 3.270 -1.607 -0.599
C -1.100 4.081 0.719 -0.703
C 0.233 3.825 0.951 -0.482
C 0.291 0.313 0.633 0.168
H -4.739 -1.593 2.531 0.320
H -3.717 -0.145 2.510 0.254
H -3.441 -1.417 3.712 0.423
H -2.772 -2.979 1.858 0.456
H -1.729 -1.550 1.958 0.137
H -5.051 -1.802 0.280 0.361
H -4.214 -1.485 -1.251 0.371
H -4.127 -4.120 0.311 0.316
H -3.222 -3.786 -1.169 0.255
H -4.990 -3.820 -1.198 0.416
H -0.679 -2.177 -1.405 0.486
H 1.723 -2.597 -1.374 0.405
H 4.471 0.650 -0.150 0.123
H 4.832 -0.335 1.306 0.203
H 6.807 -0.726 0.031 0.398
H 5.928 -0.658 -1.504 0.312
H 5.735 -2.855 0.604 0.296
H 6.118 -3.068 -1.112 0.392
H 3.896 -2.472 -1.790 0.397
H 3.549 -3.350 -0.277 0.464
H 3.228 0.911 1.742 0.527
H 0.960 2.092 -1.852 0.498
H -1.439 2.495 -2.270 0.339
H -3.470 3.688 -2.575 0.339
H -3.634 2.185 -1.614 0.176
H -4.810 3.514 -1.414 0.242
H -1.695 4.636 1.427 0.448
H 0.733 4.169 1.842 0.467
H -0.141 1.102 1.225 0.904
```

SMILES   CCN(CC)S(=O)(=O)c1ccc(N2CCCC2)c(NS(=O)(=O)c2ccc(OC)cc2)c1
Electronic energy   -58624.9450 eV
Max |F|   1.13 eV Å⁻¹
Energy above the lowest of the compared OMol25 structures with the same formula, charge and spin   28.9 kcal/mol
Charge   0
Frontier orbital gap   0.315 hartree

---

Record 2
Density functional theory data (ωB97M-V/def2-TZVPD) for an isolated molecule of C21H29N3OS.

Geometry as XYZ:
```
55
Properties=species:S:1:pos:R:3:mulliken_charge:R:1
C -3.955 -2.604 1.731 -0.973
C -3.323 -1.334 2.305 -0.748
C -3.937 -0.106 1.689 0.295
C -5.074 0.447 2.261 -0.589
C -5.685 1.562 1.719 -0.651
C -5.165 2.138 0.572 -0.744
C -4.042 1.597 -0.021 -0.196
C -3.418 0.484 0.532 0.384
N -2.293 -0.072 -0.102 0.126
C -1.206 0.630 -0.533 0.459
S -1.020 2.243 -0.211 -0.330
N -0.279 -0.065 -1.242 0.397
C 0.939 0.591 -1.667 -1.846
C 2.060 0.455 -0.629 0.119
N 3.305 0.990 -1.145 0.240
C 3.357 2.440 -1.060 -0.514
C 4.580 2.966 -1.804 -0.842
C 5.849 2.375 -1.203 -0.693
C 5.740 0.855 -1.220 -0.773
C 4.471 0.413 -0.499 -0.605
C -0.422 -1.478 -1.526 -0.966
C -0.359 -2.359 -0.311 0.452
C -1.050 -3.492 0.011 -0.547
C -0.554 -3.914 1.270 -0.416
C 0.394 -3.006 1.619 -0.687
O 0.522 -2.065 0.668 -0.163
H -3.846 -2.642 0.649 0.251
H -5.018 -2.626 1.961 0.416
H -3.489 -3.489 2.157 0.286
H -2.241 -1.350 2.148 0.140
H -3.492 -1.314 3.383 0.501
H -5.477 -0.003 3.157 0.400
H -6.563 1.980 2.189 0.378
H -5.636 3.005 0.135 0.393
H -3.637 2.036 -0.919 0.543
H -2.179 -1.068 0.022 -0.246
H 0.703 1.644 -1.827 0.471
H 1.269 0.159 -2.614 0.159
H 1.743 0.951 0.304 0.174
H 2.204 -0.606 -0.412 0.281
H 2.451 2.851 -1.506 0.332
H 3.395 2.772 -0.006 0.338
H 4.598 4.056 -1.749 0.364
H 4.505 2.674 -2.853 0.327
H 6.727 2.700 -1.766 0.319
H 5.961 2.722 -0.173 0.328
H 6.609 0.400 -0.741 0.364
H 5.694 0.508 -2.254 0.305
H 4.387 -0.677 -0.544 0.386
H 4.532 0.707 0.565 0.319
H -1.372 -1.669 -2.042 0.352
H 0.389 -1.751 -2.207 0.367
H -1.808 -3.971 -0.575 0.567
H -0.865 -4.771 1.830 0.498
H 1.022 -2.916 2.482 0.501
```

SMILES   CCc1ccccc1NC(=S)N(CCN1CCCCC1)Cc1ccco1
Electronic energy   -39600.6944 eV
Max |F|   0.93 eV Å⁻¹
Energy above the lowest of the compared OMol25 structures with the same formula, charge and spin   32.2 kcal/mol
Charge   0
Frontier orbital gap   0.308 hartree

---

Record 3
Density functional theory data (ωB97M-V/def2-TZVPD) for an isolated molecule of C21H29N5O3.

Geometry as XYZ:
```
58
Properties=species:S:1:pos:R:3:mulliken_charge:R:1
C -2.376 -4.911 0.672 -1.639
C -2.269 -3.645 -0.176 1.054
C -3.220 -3.729 -1.367 -1.537
C -2.564 -2.422 0.697 -1.408
C -2.333 -1.090 -0.004 -0.089
N -0.965 -1.001 -0.486 0.137
C -0.617 -0.152 -1.468 0.455
O -1.394 0.471 -2.173 -0.771
N 0.753 -0.056 -1.664 0.078
C 1.333 0.920 -2.584 -0.572
C 2.832 0.998 -2.207 -0.542
N 2.911 0.095 -1.093 0.218
C 1.712 -0.474 -0.792 0.242
N 1.724 -1.277 0.232 -0.540
C 3.039 -1.243 0.662 0.088
C 3.644 -1.904 1.719 -0.724
C 4.993 -1.689 1.927 -0.490
C 5.735 -0.839 1.110 -0.491
C 5.155 -0.168 0.048 -1.134
C 3.806 -0.377 -0.165 0.765
C -2.544 0.096 0.959 0.089
O -2.608 -0.019 2.164 -0.695
N -2.615 1.277 0.306 -0.123
C -2.395 2.521 1.004 -1.303
C -0.883 2.791 1.167 0.213
C -0.610 4.196 1.711 -0.804
C -0.609 5.044 0.436 -0.639
C -0.243 4.034 -0.667 -0.600
O -0.202 2.746 -0.074 -0.227
H -1.685 -4.872 1.510 0.389
H -2.144 -5.792 0.078 0.422
H -3.385 -5.019 1.065 0.335
H -1.245 -3.565 -0.553 0.158
H -3.077 -2.890 -2.043 0.343
H -4.255 -3.731 -1.029 0.294
H -3.043 -4.645 -1.927 0.448
H -3.601 -2.451 1.037 0.549
H -1.930 -2.445 1.586 0.360
H -2.996 -0.966 -0.867 0.657
H -0.226 -1.359 0.116 0.556
H 1.182 0.584 -3.613 0.412
H 0.818 1.875 -2.452 0.139
H 3.129 2.010 -1.913 0.371
H 3.477 0.666 -3.027 0.319
H 3.071 -2.562 2.352 0.442
H 5.489 -2.192 2.744 0.380
H 6.787 -0.700 1.309 0.377
H 5.729 0.492 -0.586 0.424
H -2.402 1.277 -0.686 0.383
H -2.872 3.325 0.442 0.390
H -2.847 2.439 1.995 0.387
H -0.456 1.995 1.784 0.497
H 0.369 4.221 2.188 0.321
H -1.362 4.511 2.430 0.352
H -1.595 5.470 0.253 0.273
H 0.109 5.859 0.487 0.351
H 0.748 4.227 -1.090 0.346
H -0.976 4.045 -1.484 0.318
```

SMILES   CC(C)C[C@H](NC(=O)N1CCn2c1nc1ccccc12)C(=O)NC[C@@H]1CCCO1
Electronic energy   -35843.1279 eV
Max |F|   0.82 eV Å⁻¹
Energy above the lowest of the compared OMol25 structures with the same formula, charge and spin   13.4 kcal/mol
Charge   0
Frontier orbital gap   0.320 hartree

---

Record 4
Density functional theory data (ωB97M-V/def2-TZVPD) for a structure of composition C21H29N6OPdS.

Geometry as XYZ:
```
59
Properties=species:S:1:pos:R:3:mulliken_charge:R:1
Pd 0.685 0.649 -0.182 0.708
N 4.447 2.903 -0.131 -0.038
C 5.123 1.787 0.157 -0.638
C 4.143 0.769 0.339 -0.124
N 2.939 1.278 0.161 0.212
C 3.106 2.593 -0.130 0.062
C 1.984 3.389 -0.343 0.040
N 0.746 2.822 -0.354 0.082
C -0.125 3.815 -0.490 -0.310
C 0.561 5.041 -0.579 -0.517
N 1.864 4.746 -0.489 -0.070
H 4.880 3.794 -0.338 0.238
H 6.201 1.753 0.221 0.437
H 4.301 -0.269 0.588 0.483
H -1.190 3.653 -0.521 0.516
H 0.195 6.049 -0.696 0.409
H 2.607 5.432 -0.509 0.232
S -2.809 0.843 -1.312 0.031
C -4.515 0.682 -0.994 0.383
N -5.435 0.766 -1.929 -0.116
C -6.795 0.577 -1.371 -0.411
C -6.508 0.334 0.129 -0.437
N -5.031 0.443 0.193 -0.044
H -5.244 0.919 -2.907 0.193
H -7.266 -0.280 -1.847 0.308
H -7.404 1.459 -1.551 0.307
H -6.827 -0.650 0.462 0.322
H -6.959 1.088 0.768 0.312
H -4.497 0.365 1.042 0.146
C 2.036 -1.108 -2.557 -1.257
C 2.206 -2.401 -1.758 0.298
C 1.229 -3.482 -2.249 -1.500
C 2.108 -2.251 -0.261 0.591
C 3.095 -2.762 0.548 -0.735
C 2.973 -2.750 1.944 -0.905
C 1.826 -2.232 2.566 -0.809
C 0.784 -1.729 1.829 0.733
C -0.489 -1.293 2.517 0.623
C -1.702 -2.132 2.104 -1.526
C -0.779 0.205 2.379 -1.315
C 0.922 -1.698 0.381 0.252
O -0.063 -1.300 -0.352 -0.712
H 2.270 -1.303 -3.604 0.527
H 2.713 -0.319 -2.217 0.195
H 1.005 -0.749 -2.525 0.195
H 3.217 -2.767 -1.950 0.507
H 0.196 -3.146 -2.155 0.275
H 1.347 -4.409 -1.688 0.376
H 1.423 -3.698 -3.299 0.478
H 3.966 -3.222 0.096 0.518
H 3.757 -3.181 2.553 0.446
H 1.746 -2.272 3.645 0.496
H -0.319 -1.483 3.578 0.594
H -1.964 -1.969 1.057 0.277
H -2.555 -1.868 2.732 0.432
H -1.513 -3.196 2.239 0.351
H -1.235 0.429 1.403 0.022
H 0.118 0.815 2.517 0.329
H -1.497 0.521 3.138 0.530
```

2S+1   5
Electronic energy   -47522.9298 eV
Max |F|   0.89 eV Å⁻¹
Energy above the lowest of the compared OMol25 structures with the same formula, charge and spin   22.6 kcal/mol
Charge   +3
Frontier orbital gap (spin up / spin down)   0.241 / 0.167 hartree